#w
Below is a cluster of 3 separate species, C5H14NS2 in total, with properties calculated with ωB97M-V with the def2-TZVPD basis set.

lowest unoccupied orbital energy: -8.29 eV
frontier orbital gap: 4.6 eV
HOMO: -12.90 eV
charge: +1

Atoms and positions in Å:
H (-1.575, 1.911, 0.817)
S (-0.302, -0.494, -0.279)
H (-2.385, -2.397, 2.455)
H (1.966, -1.765, -1.093)
H (3.482, -1.830, -1.953)
H (1.610, 1.268, -1.316)
H (2.108, -0.694, -2.410)
H (-1.809, -1.703, 1.033)
C (-3.529, 1.283, 0.638)
N (-2.577, -2.138, 1.503)
H (-3.239, 0.248, 0.673)
H (2.686, 1.966, -0.122)
C (-2.599, 2.232, 0.706)
C (3.185, -0.066, -0.673)
C (2.153, 1.056, -0.393)
H (-4.574, 1.554, 0.619)
H (3.457, -0.545, 0.271)
H (-2.980, -2.923, 1.003)
S (0.925, 0.508, 0.764)
H (-2.792, 3.260, 0.431)
C (2.711, -1.153, -1.623)
H (4.080, 0.422, -1.050)



#x
Below is a structure of composition C5H14NS2, with properties calculated with ωB97M-V with the def2-TZVPD basis set.

lowest unoccupied orbital energy (alpha / beta): -4.47 / -4.47 eV
frontier orbital gap (alpha / beta): 8.6 / 8.6 eV
HOMO (alpha / beta): -13.07 / -13.07 eV
charge: +1

Atoms and positions in Å:
C (-2.038, 0.974, -0.727)
H (2.355, -1.434, 0.457)
H (0.088, 1.706, -1.058)
H (-1.942, -0.157, -0.701)
H (-0.051, 0.062, -2.066)
H (1.131, -1.659, 1.696)
H (-0.719, 2.326, 0.444)
C (0.122, 0.537, 0.548)
S (-1.326, -0.359, 2.208)
N (0.469, -0.767, -0.077)
H (-2.845, 1.425, 0.033)
H (1.223, 2.477, 1.040)
H (0.744, -1.542, -2.044)
H (-0.496, -1.332, 0.002)
S (1.609, 1.163, 1.290)
C (0.716, -0.627, -1.523)
H (1.250, -2.763, 0.374)
H (-0.426, -0.965, 3.057)
C (-0.657, 1.488, -0.284)
H (1.728, -0.109, -1.589)
H (-2.271, 1.273, -1.703)
C (1.336, -1.718, 0.622)



Stability ranking, top and bottom: #x is the most stable and #w is the least stable.